Record 1
Molecular formula: C15H14BNO5
Method: DFT, ωB97M-V with the def2-TZVPD basis set

XYZ file:
```
36
C15H14BNO5 (ωB97M-V with the def2-TZVPD basis set)
O 0.888 0.306 -0.817
C 1.068 -0.426 0.147
C 2.247 -1.360 0.097
C 2.766 -1.767 -1.215
C 3.088 -0.813 -2.126
C 3.745 -1.166 -3.267
C 4.009 -2.488 -3.603
C 3.667 -3.443 -2.656
C 3.062 -3.083 -1.454
N 0.244 -0.381 1.284
C -0.928 0.398 1.409
C -1.262 1.246 0.383
C -2.388 2.040 0.468
B -2.714 2.839 -0.862
O -1.762 3.088 -1.789
O -3.986 3.353 -1.117
C -3.259 2.019 1.563
C -2.915 1.149 2.568
C -3.879 1.013 3.783
O -4.964 1.521 3.733
O -3.504 0.308 4.918
C -1.841 0.234 2.487
H 3.023 -0.976 0.791
H 1.832 -2.213 0.683
H 2.943 0.240 -1.921
H 4.142 -0.394 -3.899
H 4.400 -2.735 -4.590
H 3.901 -4.477 -2.775
H 2.961 -3.799 -0.680
H 0.678 -0.615 2.144
H -0.657 1.287 -0.529
H -0.897 2.905 -1.431
H -3.694 3.698 -1.999
H -4.057 2.747 1.653
H -4.344 0.337 5.488
H -1.615 -0.589 3.132
```

Relative energy (zero: lowest compared OMol25 entry of this formula, charge and spin) = 0.000 eV
HOMO level = -9.025 eV
Total energy = -28189.0181 eV
SMILES = O=C(Cc1ccccc1)Nc1cc(B(O)O)cc(C(=O)O)c1
Frontier orbital gap = 0.3460 Eh
LUMO level = 0.39 eV

natural (NBO) atomic charge list, values in e, 8 entries: O -0.610; C 0.702; C -0.501; C -0.034; C -0.200; C -0.184; C -0.218; C -0.199

---

Record 2
Molecular formula: C15H14Br2F3N2O4S2
Method: DFT, ωB97M-V with the def2-TZVPD basis set

XYZ file:
```
42
C15H14Br2F3N2O4S2 (ωB97M-V with the def2-TZVPD basis set)
O -2.173 -3.308 0.194
S -2.183 -3.100 1.625
O -3.226 -3.784 2.355
C -2.663 -1.368 1.828
C -2.333 -0.382 0.715
C -1.097 0.517 0.741
F -1.525 1.824 0.861
Br 0.133 0.230 2.197
C -0.316 0.509 -0.594
F -1.151 0.998 -1.553
F 0.738 1.360 -0.531
Br 0.269 -1.228 -1.142
N -0.776 -3.234 2.361
S -0.030 -4.646 2.241
O -0.778 -5.671 1.576
O 0.544 -4.975 3.522
C 1.429 -4.287 1.234
C 2.132 -3.126 1.501
C 3.258 -2.852 0.758
C 3.631 -3.771 -0.208
C 2.871 -4.912 -0.366
N 1.772 -5.190 0.334
H -3.740 -1.500 1.788
H -2.426 -1.010 2.823
H -3.143 0.343 0.688
H -2.374 -0.919 -0.228
H 1.792 -2.474 2.279
H 3.824 -1.949 0.919
H 4.497 -3.613 -0.831
H 3.169 -5.645 -1.102
C -1.205 4.995 -2.528
C -1.004 6.344 -2.782
C 0.192 6.947 -2.417
C 1.186 6.199 -1.803
C 0.984 4.849 -1.551
C -0.212 4.246 -1.912
H -2.138 4.524 -2.811
H -1.778 6.927 -3.264
H 0.349 8.001 -2.610
H 2.120 6.668 -1.519
H 1.758 4.263 -1.072
H -0.376 3.200 -1.716
```

HOMO level = -5.834 eV
Total energy = -196861.2192 eV
Total charge = -1
Frontier orbital gap = 0.3035 Eh
LUMO level = 2.42 eV

natural (NBO) atomic charge list, values in e, 8 entries: O -0.991; S 2.318; O -0.983; C -0.665; C -0.492; C 0.251; F -0.356; Br 0.060

---

Record 3
Molecular formula: C15H14BrCuN2S4Sb
Method: DFT, ωB97M-V with the def2-TZVPD basis set

XYZ file:
```
38
C15H14BrCuN2S4Sb (ωB97M-V with the def2-TZVPD basis set)
Cu -0.001 -0.164 -0.108
Br 0.271 -0.569 3.132
C 2.125 -0.212 2.897
C 2.888 -0.209 4.036
C 4.279 -0.036 3.955
C 4.873 0.090 2.733
C 4.101 0.100 1.547
C 4.745 0.223 0.296
C 3.999 0.310 -0.843
C 2.593 0.285 -0.769
C 1.877 0.111 0.411
C 2.672 -0.003 1.599
H 2.413 -0.353 4.996
H 4.869 -0.018 4.865
H 5.950 0.194 2.645
H 5.830 0.253 0.264
H 4.488 0.412 -1.808
H 2.053 0.424 -1.701
S -4.373 0.245 -1.626
Sb -3.102 -0.222 0.242
S -1.453 -1.925 -0.213
S -1.403 1.434 0.571
S -4.367 -0.635 2.112
C 0.795 -1.748 -5.279
C 0.207 -0.730 -4.359
C -0.267 0.544 -4.567
C -0.645 1.033 -3.291
N -0.400 0.111 -2.373
N 0.120 -0.935 -3.030
C -1.275 2.342 -2.974
H 0.616 -1.463 -6.315
H 0.359 -2.734 -5.109
H 1.874 -1.828 -5.123
H -0.352 1.065 -5.507
H 0.247 -1.791 -2.513
H -1.252 2.996 -3.848
H -0.779 2.820 -2.132
H -2.314 2.168 -2.675
```

⟨S²⟩ = 0.757
Relative energy (zero: lowest compared OMol25 entry of this formula, charge and spin) = 0.000 eV
HOMO level (alpha / beta) = -1.206 / -1.200 eV
2S+1 = 2
Total energy = -183325.8742 eV
Total charge = -2
Frontier orbital gap (alpha / beta) = 0.2075 / 0.2073 Eh
LUMO level (alpha / beta) = 4.44 / 4.44 eV

natural (NBO) atomic charge list, values in e, 8 entries: Cu 1.060; Br 0.108; C -0.048; C -0.283; C -0.227; C -0.206; C -0.089; C -0.231

---

Record 4
Molecular formula: C15H14CoI2O6SSc
Method: DFT, ωB97M-V with the def2-TZVPD basis set

XYZ file:
```
40
C15H14CoI2O6SSc (ωB97M-V with the def2-TZVPD basis set)
I -0.693 2.483 -2.926
I -1.010 -0.617 -3.685
Co 1.702 -0.606 0.518
Sc -0.379 0.076 -1.120
S 2.110 -0.391 -1.510
C 2.105 0.609 1.721
C -0.620 0.625 2.466
C 3.783 0.758 -2.032
C 4.506 0.049 -3.165
C 4.565 0.739 -0.727
C 3.385 2.159 -2.454
C 0.252 -1.604 0.904
C 2.937 -1.654 1.179
O -0.842 0.239 3.523
O 2.195 1.212 2.712
O -0.446 -2.328 1.502
O 3.792 -2.170 1.769
H 5.499 0.503 -3.287
H 3.989 0.182 -4.126
H 4.649 -1.022 -2.971
H 5.479 1.336 -0.834
H 4.855 -0.281 -0.444
H 3.982 1.172 0.095
H 4.288 2.786 -2.526
H 2.714 2.610 -1.717
H 2.881 2.180 -3.430
O -2.578 -1.739 -0.754
C -2.851 -0.748 -0.049
O -2.079 0.319 0.017
C -4.067 -0.722 0.850
C -4.795 0.453 0.995
C -5.800 0.553 1.958
C -6.137 -0.540 2.761
C -5.449 -1.742 2.578
C -4.462 -1.846 1.591
H -4.567 1.295 0.349
H -6.331 1.495 2.066
H -6.864 -0.423 3.568
H -5.708 -2.589 3.215
H -3.992 -2.809 1.423
```

⟨S²⟩ = 6.252
Relative energy (zero: lowest compared OMol25 entry of this formula, charge and spin) = 0.534 eV
HOMO level (alpha / beta) = -21.579 / -21.528 eV
2S+1 = 5
Total energy = -113383.4773 eV
Total charge = +4
Frontier orbital gap (alpha / beta) = 0.1875 / 0.1714 Eh
LUMO level (alpha / beta) = -16.48 / -16.86 eV

natural (NBO) atomic charge list, values in e, 8 entries: I 0.423; I 0.443; Co 0.431; Sc 1.226; S -0.109; C 0.470; C 0.477; C 0.218

---

Record 5
Molecular formula: C15H14N2O3PtS3
Method: DFT, ωB97M-V with the def2-TZVPD basis set

XYZ file:
```
38
C15H14N2O3PtS3 (ωB97M-V with the def2-TZVPD basis set)
Pt 0.579 1.786 -0.736
O 0.615 0.429 3.218
C 0.649 0.410 1.998
O 0.789 1.468 1.275
C 0.487 -0.951 1.324
C 0.103 -2.029 2.116
C -0.047 -3.269 1.524
C 0.195 -3.397 0.165
C 0.578 -2.270 -0.541
N 0.723 -1.070 0.020
H -0.063 -1.861 3.169
H -0.349 -4.126 2.113
H 0.087 -4.347 -0.342
H 0.764 -2.324 -1.610
S -0.010 2.182 -2.979
C -1.505 1.706 -2.285
N -1.382 1.496 -0.998
C -2.552 1.098 -0.379
C -2.737 0.828 0.973
C -3.996 0.441 1.391
C -5.057 0.332 0.488
C -4.880 0.614 -0.854
C -3.616 0.999 -1.281
S -3.097 1.426 -2.898
H -1.916 0.941 1.668
H -4.163 0.227 2.438
H -6.033 0.028 0.844
H -5.704 0.538 -1.552
C 5.034 1.596 -0.068
S 3.383 0.936 -0.183
C 3.600 -0.133 -1.597
O 2.618 2.143 -0.748
H 5.717 0.782 0.169
H 5.029 2.323 0.741
H 5.296 2.074 -1.010
H 4.225 -0.979 -1.310
H 4.036 0.431 -2.419
H 2.599 -0.480 -1.847
```

Relative energy (zero: lowest compared OMol25 entry of this formula, charge and spin) = 0.420 eV
HOMO level = -7.825 eV
Total energy = -60658.0999 eV
Frontier orbital gap = 0.2962 Eh
LUMO level = 0.24 eV

natural (NBO) atomic charge list, values in e, 8 entries: Pt 0.817; O -0.638; C 0.741; O -0.757; C 0.078; C -0.209; C -0.173; C -0.252

---

Record 6
Molecular formula: C15H14N2O4
Method: DFT, ωB97M-V with the def2-TZVPD basis set

XYZ file:
```
35
C15H14N2O4 (ωB97M-V with the def2-TZVPD basis set)
C -0.110 -1.712 -1.255
O -0.661 -0.658 -0.505
C -1.970 -0.730 -0.136
C -2.796 -1.836 -0.277
C -4.110 -1.775 0.162
C -4.613 -0.625 0.740
C -3.798 0.488 0.879
C -2.489 0.438 0.448
N -1.617 1.560 0.550
C -1.267 2.237 -0.568
O -1.905 2.251 -1.593
C 0.049 3.024 -0.406
O 1.152 2.126 -0.508
C 1.501 1.441 0.566
O 0.984 1.562 1.659
C 2.630 0.503 0.311
C 3.260 -0.105 1.395
C 4.299 -0.985 1.142
C 4.660 -1.227 -0.174
C 3.959 -0.573 -1.181
N 2.972 0.269 -0.950
H -0.694 -1.905 -2.159
H -0.037 -2.630 -0.661
H 0.889 -1.378 -1.533
H -2.427 -2.745 -0.726
H -4.742 -2.643 0.046
H -5.638 -0.589 1.075
H -4.174 1.401 1.312
H -0.947 1.538 1.313
H 0.159 3.724 -1.235
H 0.073 3.544 0.558
H 2.929 0.122 2.396
H 4.815 -1.474 1.955
H 5.463 -1.905 -0.417
H 4.200 -0.733 -2.224
```

Relative energy (zero: lowest compared OMol25 entry of this formula, charge and spin) = 0.000 eV
HOMO level = -8.575 eV
Total energy = -26952.5332 eV
SMILES = COc1ccccc1NC(=O)COC(=O)c1ccccn1
Frontier orbital gap = 0.3169 Eh
LUMO level = 0.05 eV

natural (NBO) atomic charge list, values in e, 8 entries: C -0.253; O -0.519; C 0.376; C -0.321; C -0.184; C -0.242; C -0.170; C 0.058

---

Record 7
Molecular formula: C15H14N2O4S
Method: DFT, ωB97M-V with the def2-TZVPD basis set

XYZ file:
```
36
C15H14N2O4S (ωB97M-V with the def2-TZVPD basis set)
C 2.287 1.939 -3.396
O 1.652 1.945 -2.137
C 1.708 0.837 -1.365
C 2.361 -0.342 -1.707
C 2.356 -1.422 -0.845
C 1.722 -1.308 0.384
N 1.710 -2.421 1.286
O 2.305 -3.426 0.952
O 1.092 -2.302 2.325
C 1.081 -0.129 0.758
C 1.030 0.935 -0.122
N 0.366 2.120 0.155
C -0.800 2.335 0.848
O -1.224 3.460 0.982
C -1.479 1.139 1.428
C -1.663 1.096 2.805
C -2.276 0.008 3.399
C -2.736 -1.032 2.610
C -2.602 -0.980 1.234
C -1.972 0.100 0.632
S -1.814 0.235 -1.129
C -1.882 -1.498 -1.675
H 2.103 2.925 -3.819
H 3.365 1.780 -3.299
H 1.859 1.178 -4.054
H 2.865 -0.432 -2.656
H 2.841 -2.348 -1.109
H 0.624 -0.074 1.732
H 0.678 2.921 -0.384
H -1.301 1.920 3.401
H -2.396 -0.027 4.471
H -3.215 -1.886 3.062
H -2.997 -1.785 0.636
H -1.235 -2.101 -1.046
H -1.512 -1.498 -2.696
H -2.903 -1.865 -1.659
```

Relative energy (zero: lowest compared OMol25 entry of this formula, charge and spin) = 0.651 eV
HOMO level = -8.416 eV
Total energy = -37785.1564 eV
SMILES = COc1ccc([N+](=O)[O-])cc1NC(=O)c1ccccc1SC
Frontier orbital gap = 0.2957 Eh
LUMO level = -0.37 eV

natural (NBO) atomic charge list, values in e, 8 entries: C -0.252; O -0.496; C 0.301; C -0.306; C -0.186; C 0.053; N 0.517; O -0.386

---

Record 8
Molecular formula: C15H14O6
Method: DFT, ωB97M-V with the def2-TZVPD basis set

XYZ file:
```
35
C15H14O6 (ωB97M-V with the def2-TZVPD basis set)
C -1.606 0.543 -4.412
C -1.221 -0.699 -3.623
O -0.516 -0.348 -2.427
C -1.251 -0.009 -1.378
O -2.449 0.006 -1.334
C -0.365 0.370 -0.213
C -0.210 1.825 -0.028
O 0.312 2.391 0.902
O -0.742 2.461 -1.071
C -0.712 3.889 -1.040
C -1.503 4.403 -2.228
C 0.156 -0.628 0.530
O -0.130 -1.912 0.144
C 0.482 -2.822 0.975
O 0.378 -4.003 0.823
C 1.217 -2.044 1.983
C 1.993 -2.469 3.045
C 2.573 -1.496 3.845
C 2.373 -0.147 3.579
C 1.594 0.283 2.514
C 1.012 -0.683 1.709
H -2.283 1.158 -3.825
H -0.719 1.125 -4.652
H -2.101 0.252 -5.334
H -0.529 -1.330 -4.184
H -2.113 -1.271 -3.351
H 0.333 4.220 -1.079
H -1.142 4.230 -0.092
H -1.056 4.055 -3.155
H -2.526 4.040 -2.177
H -1.509 5.489 -2.220
H 2.132 -3.522 3.233
H 3.185 -1.789 4.684
H 2.835 0.590 4.220
H 1.438 1.330 2.320
```

Relative energy (zero: lowest compared OMol25 entry of this formula, charge and spin) = 0.000 eV
HOMO level = -9.351 eV
Total energy = -28067.7119 eV
SMILES = CCOC(=O)C(C(=O)OCC)=C1OC(=O)c2ccccc21
Frontier orbital gap = 0.3166 Eh
LUMO level = -0.73 eV

natural (NBO) atomic charge list, values in e, 8 entries: C -0.634; C -0.077; O -0.498; C 0.813; O -0.578; C -0.276; C 0.789; O -0.608